Density functional theory data (ωB97M-V with the def2-TZVPD basis set) for a cluster of 11 separate species, C48H100N6O12 in total.

XYZ file:
```
166
Properties=species:S:1:pos:R:3:mulliken_charge:R:1
C -7.966 18.199 8.986 -1.297
C -8.544 16.810 8.546 -0.494
N -7.445 15.819 8.624 0.182
C -6.547 15.788 7.391 -0.464
C -5.942 17.075 6.844 -1.399
C -7.948 14.422 8.907 -0.653
C -6.849 13.641 9.615 -1.062
H -7.594 18.788 8.147 0.436
H -7.097 18.147 9.642 0.434
H -8.648 18.856 9.525 0.292
H -9.323 16.615 9.283 0.328
H -8.966 16.905 7.545 0.226
H -6.870 15.233 6.509 0.404
H -5.664 15.174 7.568 0.305
H -6.645 17.768 6.383 0.279
H -5.079 17.028 6.179 0.393
H -5.706 17.651 7.738 0.402
H -8.846 14.406 9.525 0.424
H -8.281 14.026 7.948 0.360
H -6.697 14.024 10.624 0.134
H -7.114 12.610 9.848 0.416
H -5.863 13.663 9.152 0.345
C -16.758 24.821 11.897 -0.879
C -16.082 24.177 10.743 -0.860
N -15.990 22.706 10.739 0.245
C -17.244 22.051 10.530 -0.087
C -17.118 20.843 9.548 -1.375
C -15.180 22.095 11.819 0.090
C -13.716 22.590 11.705 -1.486
H -16.206 24.535 12.792 0.150
H -17.815 24.559 11.947 0.241
H -16.675 25.908 11.903 0.455
H -16.653 24.454 9.856 0.509
H -15.108 24.662 10.689 0.313
H -17.563 21.522 11.428 -0.217
H -17.924 22.863 10.270 0.602
H -16.609 19.950 9.910 0.233
H -18.117 20.530 9.245 0.430
H -16.619 21.227 8.658 0.343
H -15.116 21.009 11.758 0.574
H -15.527 22.498 12.771 -0.326
H -13.446 23.641 11.804 0.332
H -13.404 22.313 10.698 0.411
H -13.167 22.035 12.465 0.229
C -10.776 20.592 14.653 -1.067
C -11.604 19.379 14.224 -0.840
N -10.984 18.021 14.023 1.000
C -10.519 17.459 15.273 -0.683
C -10.364 15.958 15.242 -0.330
C -10.067 18.059 12.910 0.145
C -10.842 18.374 11.615 -0.477
H -9.968 20.316 15.330 0.383
H -11.413 21.390 15.036 0.544
H -10.272 21.119 13.843 -0.009
H -12.398 19.215 14.953 -0.059
H -12.237 19.634 13.374 0.726
H -9.565 17.923 15.526 0.023
H -11.192 17.644 16.111 0.514
H -9.646 15.742 14.450 0.015
H -9.947 15.606 16.185 0.068
H -11.259 15.372 15.035 -0.192
H -9.521 17.125 12.780 0.006
H -9.220 18.689 13.182 0.175
H -10.161 18.275 10.770 -0.339
H -11.315 19.355 11.660 0.262
H -11.602 17.609 11.450 0.070
C -16.661 23.704 17.285 -1.490
C -17.514 22.942 16.301 -0.036
N -17.074 21.589 16.418 -0.002
C -18.097 20.729 15.859 -1.015
C -18.324 20.814 14.348 -0.679
C -15.734 21.422 15.805 -0.064
C -15.156 19.939 15.807 -1.528
H -17.240 24.583 17.569 0.460
H -15.702 23.994 16.856 0.286
H -16.569 23.091 18.181 0.352
H -18.539 23.115 16.629 0.570
H -17.366 23.483 15.366 -0.063
H -17.752 19.706 16.013 0.310
H -19.029 20.898 16.399 0.478
H -19.149 20.161 14.065 0.477
H -18.522 21.832 14.013 0.242
H -17.381 20.581 13.852 0.030
H -15.039 21.970 16.441 0.546
H -15.481 21.943 14.881 0.005
H -15.242 19.382 14.874 0.389
H -15.672 19.267 16.493 0.478
H -14.112 19.885 16.115 0.337
O -12.788 10.780 13.672 -0.674
C -12.121 10.935 14.732 0.460
C -11.201 12.021 15.042 1.352
C -10.699 11.683 16.421 -0.384
C -11.306 10.418 16.887 -0.381
O -12.162 10.093 15.750 -0.376
H -10.418 11.854 14.302 -0.291
H -11.428 13.069 14.847 -0.622
H -9.615 11.622 16.516 0.375
H -10.974 12.571 16.991 0.038
H -10.545 9.668 17.104 0.269
H -11.802 10.595 17.841 0.257
O -16.284 14.649 15.240 -0.641
C -15.246 14.820 14.609 0.349
C -14.454 13.783 13.820 0.120
C -13.946 14.690 12.651 -0.735
C -13.827 16.055 13.361 0.765
O -14.878 16.035 14.229 -0.417
H -13.726 13.324 14.489 -0.351
H -15.041 12.970 13.393 0.439
H -12.972 14.571 12.175 0.389
H -14.554 14.654 11.747 0.299
H -12.920 16.240 13.938 -0.615
H -13.848 16.824 12.589 0.217
O -5.458 19.685 18.247 -0.680
C -5.675 19.207 17.079 0.415
C -5.959 19.937 15.809 0.679
C -5.734 18.861 14.785 -0.509
C -5.870 17.614 15.486 0.321
O -5.782 17.914 16.852 -0.371
H -7.029 20.136 15.739 -0.819
H -5.357 20.845 15.797 0.525
H -6.447 19.129 14.005 0.161
H -4.754 19.088 14.365 0.290
H -6.903 17.342 15.268 -0.390
H -5.280 16.739 15.215 0.335
O -7.366 14.296 18.568 -0.647
C -8.326 15.071 18.772 0.527
C -8.373 16.477 19.300 -0.097
C -9.858 16.839 19.504 -0.252
C -10.506 15.465 19.670 -0.435
O -9.622 14.568 18.904 -0.370
H -7.950 16.315 20.291 0.368
H -7.900 17.163 18.598 -0.022
H -10.111 17.507 20.327 0.442
H -10.169 17.418 18.634 -0.168
H -10.576 15.156 20.713 0.375
H -11.518 15.592 19.287 0.320
O -9.188 24.118 12.615 -0.659
C -8.520 23.285 12.041 0.432
C -8.900 22.530 10.805 0.323
C -7.484 22.196 10.268 -0.459
C -6.508 22.391 11.415 -0.224
O -7.237 23.200 12.309 -0.317
H -9.488 21.687 11.171 -0.362
H -9.501 23.075 10.077 0.378
H -7.260 21.313 9.670 0.249
H -7.240 22.903 9.474 0.280
H -6.303 21.477 11.972 0.089
H -5.643 22.958 11.070 0.278
C -7.904 25.041 16.819 -1.156
C -7.390 23.704 16.215 0.809
N -8.069 22.613 16.299 -0.268
O -6.447 23.638 15.395 -0.627
H -7.081 25.602 17.262 0.351
H -8.596 24.759 17.613 0.371
H -8.160 25.730 16.015 0.295
H -9.010 22.959 16.174 0.220
H -7.819 21.878 15.653 0.091
C -6.731 13.791 14.036 -0.915
C -7.864 12.996 13.422 0.696
N -8.840 13.713 12.955 0.049
O -7.919 11.819 13.117 -0.693
H -7.076 14.755 14.408 -0.036
H -5.949 14.090 13.338 0.346
H -6.260 13.292 14.883 0.437
H -9.518 13.158 12.453 0.250
H -8.594 14.612 12.566 -0.002
```

The value obtained for the lowest unoccupied orbital energy is -0.056 eV. Its relative energy (zero: lowest compared OMol25 entry of this formula, charge and spin) is 0.0 kJ/mol. Its spin multiplicity is 1. As for the HOMO-LUMO gap: 8.14 eV. Its SMILES is CCN(CC)CC.CCN(CC)CC.CCN(CC)CC.CCN(CC)CC.O=C1CCCO1.O=C1CCCO1.O=C1CCCO1.O=C1CCCO1.O=C1CCCO1.CC(N)=O.CC(N)=O. The calculation puts the HOMO energy at -8.20 eV.